{"formula": "C9H20BO3", "method": "ωB97M-V/def2-TZVPD", "charge": -1, "lumo_ev": 3.3052, "orbital_gap_ev": 6.8, "homo_ev": -3.5, "e_tot_ev": -16477.55350, "molar_mass_g_mol": 187.068, "elements": ["C", "C", "O", "C", "C", "C", "C", "C", "C", "C", "O", "B", "O", "H", "H", "H", "H", "H", "H", "H", "H", "H", "H", "H", "H", "H", "H", "H", "H", "H", "H", "H", "H"], "positions_angstrom": [[3.811, 1.748, -0.107], [2.503, 1.160, 0.422], [2.373, -0.201, 0.069], [1.492, -0.475, -1.007], [0.705, -1.762, -0.760], [0.181, -1.954, 0.672], [-1.342, -2.144, 0.780], [-2.175, -1.121, 0.001], [-2.396, 0.199, 0.728], [-1.240, 1.220, 0.730], [-1.473, 2.183, -0.247], [-2.701, 1.729, -0.984], [-3.420, 0.908, 0.028], [4.562, 0.960, -0.089], [4.152, 2.569, 0.522], [3.686, 2.114, -1.125], [1.643, 1.743, 0.087], [2.507, 1.206, 1.515], [0.803, 0.355, -1.186], [2.086, -0.611, -1.918], [1.373, -2.594, -1.000], [-0.099, -1.795, -1.492], [0.661, -2.849, 1.076], [0.486, -1.140, 1.327], [-1.612, -2.023, 1.836], [-1.631, -3.167, 0.523], [-1.757, -0.891, -0.976], [-3.172, -1.528, -0.180], [-2.790, 0.070, 1.741], [-0.232, 0.787, 0.713], [-1.300, 1.720, 1.716], [-2.321, 0.960, -1.932], [-3.364, 2.625, -1.483]]}


{"formula": "C19H12MnN5O", "method": "ωB97M-V/def2-TZVPD", "charge": 3, "lumo_ev": [-14.3525, -14.2778], "orbital_gap_ev": [3.9, 3.8], "homo_ev": [-18.2, -18.0], "e_tot_ev": -60684.01302, "molar_mass_g_mol": 381.277, "s_squared": 0.80, "multiplicity": 2, "elements": ["Mn", "C", "C", "C", "C", "N", "C", "N", "C", "N", "C", "N", "C", "C", "C", "C", "C", "N", "C", "C", "C", "C", "C", "C", "H", "H", "H", "H", "H", "H", "H", "H", "H", "H", "H", "H", "O", "C"], "positions_angstrom": [[0.000, -1.562, 0.000], [4.249, -2.764, 0.000], [4.994, -1.616, 0.000], [4.288, -0.414, 0.001], [2.879, -0.407, 0.000], [2.129, -1.573, 0.000], [2.831, -2.692, -0.001], [2.362, 0.823, 0.000], [1.091, 1.155, 0.000], [0.000, 0.315, 0.000], [-1.091, 1.155, 0.000], [-2.362, 0.822, 0.000], [-2.879, -0.408, 0.000], [-4.287, -0.416, 0.000], [-4.993, -1.618, 0.000], [-4.247, -2.766, 0.000], [-2.830, -2.693, 0.000], [-2.128, -1.574, 0.000], [-0.713, 2.538, 0.000], [-1.448, 3.714, -0.001], [-0.717, 4.881, 0.000], [0.714, 4.881, 0.000], [1.446, 3.715, 0.000], [0.711, 2.538, 0.000], [4.714, -3.742, -0.001], [6.076, -1.637, 0.000], [4.783, 0.548, 0.001], [2.297, -3.629, -0.001], [-4.783, 0.546, 0.000], [-6.075, -1.640, 0.000], [-4.712, -3.744, 0.001], [-2.296, -3.630, 0.001], [-2.529, 3.719, -0.001], [-1.235, 5.832, 0.000], [1.231, 5.833, 0.001], [2.527, 3.721, 0.001], [0.001, -4.665, 0.000], [0.001, -3.548, 0.000]]}


{"formula": "C5H15N3", "method": "ωB97M-V/def2-TZVPD", "charge": -1, "lumo_ev": [3.8981, 3.7209], "orbital_gap_ev": [2.6, 8.6], "relative_energy_kj_mol": 102.6, "homo_ev": [1.3, -4.8], "e_tot_ev": -9895.83236, "molar_mass_g_mol": 117.196, "s_squared": 0.75, "multiplicity": 2, "elements": ["C", "C", "N", "C", "H", "H", "H", "H", "H", "H", "H", "C", "C", "N", "N", "H", "H", "H", "H", "H", "H", "H", "H"], "positions_angstrom": [[0.309, -3.162, 0.134], [1.348, -2.544, 0.802], [1.160, -1.293, 1.403], [2.197, -0.242, 1.248], [-0.688, -2.678, 0.090], [0.386, -4.110, -0.413], [2.316, -2.966, 0.829], [0.289, -0.944, 0.938], [1.853, 0.680, 1.727], [3.157, -0.550, 1.794], [2.384, -0.044, 0.195], [-0.601, 1.667, -1.190], [-1.777, 1.314, -0.263], [-1.309, 0.309, 0.723], [-1.173, 2.420, -2.351], [0.213, 2.220, -0.637], [-0.207, 0.700, -1.628], [-2.179, 2.228, 0.206], [-2.537, 0.843, -0.898], [-1.988, -0.465, 0.711], [-1.302, 0.666, 1.698], [-1.364, 3.368, -2.024], [-0.487, 2.582, -3.096]]}


{"formula": "C3H8BO2P", "method": "ωB97M-V/def2-TZVPD", "smiles": "CB1OCPCO1", "lumo_ev": 0.7660, "orbital_gap_ev": 10.4, "relative_energy_kj_mol": 53.0, "homo_ev": -9.6, "e_tot_ev": -17300.90353, "molar_mass_g_mol": 117.881, "elements": ["C", "B", "O", "C", "P", "C", "O", "H", "H", "H", "H", "H", "H", "H", "H"], "positions_angstrom": [[0.080, -2.081, -1.262], [0.142, -0.849, -0.318], [0.352, -0.758, 1.036], [0.468, 0.804, 1.829], [-0.829, 1.837, 1.168], [-0.226, 1.601, -0.646], [-0.122, 0.256, -1.077], [-0.629, -1.877, -1.992], [-0.266, -2.987, -0.857], [1.184, -2.354, -1.702], [0.136, 0.614, 2.842], [1.536, 0.969, 1.786], [-1.762, 0.722, 1.211], [0.718, 1.984, -0.534], [-0.781, 2.118, -1.484]]}


{"formula": "C6H14NO", "method": "ωB97M-V/def2-TZVPD", "charge": 1, "lumo_ev": -4.3645, "orbital_gap_ev": 9.0, "relative_energy_kj_mol": 122.2, "homo_ev": -13.3, "e_tot_ev": -9978.97785, "molar_mass_g_mol": 116.184, "elements": ["C", "O", "C", "C", "H", "H", "H", "H", "H", "H", "C", "C", "C", "N", "H", "H", "H", "H", "H", "H", "H", "H"], "positions_angstrom": [[0.828, 0.346, 1.393], [-0.535, -0.034, 1.078], [0.901, 1.338, 2.503], [1.553, 1.056, 3.614], [1.234, 0.775, 0.474], [1.412, -0.543, 1.640], [-1.032, -0.112, 1.899], [0.415, 2.293, 2.366], [1.651, 1.748, 4.437], [2.034, 0.091, 3.744], [0.917, -1.179, -2.438], [-0.050, -0.023, -2.369], [-2.244, -0.925, -1.907], [-1.197, -0.346, -1.496], [1.278, -1.505, -1.465], [0.473, -2.043, -2.933], [1.763, -0.895, -3.066], [0.411, 0.868, -1.954], [-0.444, 0.236, -3.349], [-3.025, -1.182, -1.210], [-2.337, -1.136, -2.969], [-1.081, -0.147, -0.476]]}


{"formula": "C34H53BClI2N5O3OsS", "method": "ωB97M-V/def2-TZVPD", "charge": 2, "lumo_ev": [-4.9556, -8.5424], "orbital_gap_ev": [7.2, 3.6], "relative_energy_kj_mol": 110.7, "homo_ev": [-12.2, -12.2], "e_tot_ev": -92399.70990, "molar_mass_g_mol": 1102.200, "s_squared": 6.04, "multiplicity": 5, "elements": ["Os", "I", "C", "I", "H", "H", "C", "C", "C", "C", "H", "H", "H", "H", "H", "H", "H", "H", "H", "C", "C", "C", "C", "C", "C", "C", "C", "O", "B", "O", "C", "C", "H", "H", "H", "H", "H", "H", "H", "H", "H", "H", "H", "H", "C", "C", "C", "C", "C", "O", "C", "C", "C", "C", "C", "C", "Cl", "C", "C", "C", "N", "C", "N", "C", "N", "H", "H", "H", "H", "H", "H", "H", "H", "H", "H", "H", "H", "H", "H", "H", "H", "H", "H", "H", "H", "H", "H", "C", "N", "C", "S", "N", "C", "H", "H", "H", "H", "H", "H", "H", "H"], "positions_angstrom": [[-1.400, -0.929, -0.483], [-1.191, -3.573, -1.805], [0.778, -4.449, -1.867], [2.205, -3.489, -0.629], [1.106, -4.388, -2.897], [0.666, -5.477, -1.547], [-3.155, 0.315, 2.045], [-2.704, 1.336, 0.994], [-2.644, 2.729, 1.622], [-1.323, 0.983, 0.417], [-4.156, 0.554, 2.405], [-2.474, 0.322, 2.899], [-3.188, -0.701, 1.640], [-3.433, 1.358, 0.177], [-1.943, 2.742, 2.459], [-3.628, 3.015, 1.997], [-2.326, 3.476, 0.894], [-0.617, 0.889, 1.247], [-0.978, 1.804, -0.208], [-1.799, 3.442, -8.118], [-1.512, 4.047, -6.728], [-0.332, 5.032, -6.839], [-2.758, 4.802, -6.255], [-1.129, 2.939, -5.775], [-0.144, 1.978, -6.191], [0.229, 0.894, -5.434], [-0.394, 0.770, -4.202], [-0.260, -0.172, -3.269], [-1.121, 0.190, -2.198], [-1.768, 1.392, -2.533], [-1.339, 1.742, -3.751], [-1.709, 2.822, -4.515], [-2.207, 4.214, -8.768], [-2.530, 2.634, -8.050], [-0.898, 3.060, -8.598], [-0.597, 5.825, -7.538], [0.570, 4.542, -7.210], [-0.108, 5.487, -5.873], [-3.056, 5.520, -7.017], [-2.573, 5.360, -5.336], [-3.596, 4.120, -6.096], [0.338, 2.107, -7.150], [0.970, 0.183, -5.770], [-2.429, 3.531, -4.133], [4.154, -1.053, 2.934], [3.621, -2.132, 3.880], [4.819, -2.744, 4.624], [2.993, -3.242, 3.017], [2.561, -1.576, 4.908], [1.849, -2.665, 5.484], [3.157, -0.727, 6.088], [3.032, 0.814, 6.129], [3.851, 1.588, 5.131], [3.254, 2.382, 4.157], [4.013, 3.074, 3.226], [5.396, 2.987, 3.271], [6.348, 3.823, 2.102], [6.017, 2.239, 4.265], [5.244, 1.551, 5.182], [1.451, -0.725, 4.267], [0.595, -1.376, 3.287], [0.570, -1.171, 1.974], [-0.461, -1.820, 1.443], [-1.067, -2.389, 2.528], [-0.457, -2.129, 3.652], [4.900, -1.497, 2.272], [4.634, -0.239, 3.472], [3.369, -0.634, 2.299], [5.415, -3.337, 3.930], [4.514, -3.406, 5.438], [5.479, -1.977, 5.028], [3.778, -3.761, 2.464], [2.300, -2.834, 2.280], [2.457, -3.975, 3.616], [2.452, -3.229, 5.979], [4.204, -0.982, 6.231], [2.624, -1.085, 6.969], [3.375, 1.103, 7.125], [1.987, 1.120, 6.069], [2.173, 2.479, 4.132], [3.541, 3.689, 2.472], [7.097, 2.203, 4.312], [5.734, 0.973, 5.958], [1.884, 0.152, 3.796], [0.789, -0.433, 5.080], [1.311, -0.617, 1.422], [-1.942, -3.015, 2.473], [-6.436, -4.285, -1.815], [-5.647, -3.134, -1.378], [-4.674, -2.466, -1.978], [-4.050, -1.098, -1.109], [-4.181, -2.738, -3.183], [-4.490, -3.823, -4.115], [-6.854, -4.755, -0.929], [-5.814, -5.016, -2.320], [-7.259, -3.985, -2.465], [-5.922, -2.723, -0.500], [-3.460, -2.102, -3.472], [-5.560, -3.972, -4.208], [-4.004, -4.751, -3.814], [-4.109, -3.540, -5.093]]}